Model w:
Entry from the OMol25 dataset: a 2-piece molecular cluster, C5H12N3O overall (the ωB97M-V functional and the def2-TZVPD basis).

Summary:
LUMO level: -4.91 eV
net charge: +1
2S+1: 1

Geometry as XYZ:
```
21
Properties=species:S:1:pos:R:3:lowdin_charge:R:1
O -3.02 -0.57 0.40 0.0966
N -1.92 -1.00 0.18 -0.0051
N -1.09 1.16 0.63 0.0133
N 0.27 -0.37 -0.26 -0.2351
C 1.23 -1.42 0.06 -0.0188
C -0.29 -0.61 -1.61 0.0224
C 1.05 0.94 -0.16 -0.0193
C 0.15 1.79 0.83 -0.1363
C -0.88 -0.18 0.60 -0.4368
H 0.33 2.91 0.61 0.1636
H -2.01 1.56 1.06 0.2204
H 0.56 1.66 1.86 0.1250
H 1.95 -1.59 -0.67 0.1005
H 2.02 0.72 0.25 0.1209
H -1.11 0.08 -1.84 0.1379
H -0.61 -0.81 2.07 0.2857
H 0.33 -0.39 -2.42 0.1003
H 0.92 -2.43 0.07 0.1000
H 1.16 1.42 -1.12 0.1339
H 1.58 -1.32 1.17 0.1549
H -0.63 -1.55 -1.72 0.0759
```

Model x:
Entry from the OMol25 dataset: an isolated ion of composition C5H12N3O and charge +1 (the ωB97M-V functional and the def2-TZVPD basis).

Summary:
structure (SMILES): NCCC(=O)CC(N)=[NH2+]
LUMO level: -3.37 eV
net charge: +1
2S+1: 1

Geometry as XYZ:
```
21
Properties=species:S:1:pos:R:3:lowdin_charge:R:1
O 1.47 1.71 1.41 0.1427
N 2.51 -1.55 -0.26 0.1908
N -1.91 0.04 -1.01 -0.0197
N 0.27 -1.46 -0.95 0.2117
C -1.27 1.38 -0.78 -0.1878
C 0.67 -0.48 1.45 0.0657
C -0.78 1.52 0.71 -0.0843
C 0.55 0.98 1.21 -0.4599
C 1.23 -1.29 -0.06 -0.2060
H -0.61 -0.96 -0.88 0.0244
H 1.34 -0.78 2.26 0.1259
H 2.85 -2.33 -0.91 0.1836
H -0.41 1.37 -1.38 0.0973
H 0.31 -1.75 -1.86 0.1042
H -2.75 0.07 -0.38 0.1259
H -0.67 2.63 0.94 0.1502
H -2.36 0.12 -1.93 0.1040
H -1.81 2.23 -0.95 0.0840
H 3.17 -1.46 0.48 0.1188
H -0.28 -0.98 1.48 0.0934
H -1.51 1.00 1.40 0.1351
```

It is model x that is the most stable of them.

Model w:
Entry from the OMol25 dataset: a 2-piece molecular cluster, C5H14NO2 overall (the ωB97M-V functional and the def2-TZVPD basis).

Summary:
LUMO level: 3.86 eV
net charge: -1
2S+1: 1

Geometry as XYZ:
```
22
Properties=species:S:1:pos:R:3:lowdin_charge:R:1
O -1.07 0.85 -2.05 -0.4496
O 0.70 2.19 -0.76 -0.1838
N 0.13 -0.91 0.09 -0.0614
C 1.57 1.25 -0.18 -0.3037
C -1.20 -2.88 -0.07 -0.1622
C 0.12 1.08 1.62 -0.0872
C -0.73 -1.74 0.87 -0.3543
C 1.00 0.13 0.70 -0.3053
H -0.45 1.76 1.03 0.0521
H -1.51 -2.39 -1.04 0.0737
H 0.79 1.66 2.19 0.0505
H -1.98 0.55 -1.94 -0.1048
H 2.21 1.81 0.49 0.0960
H -1.78 -1.29 1.20 0.1175
H 2.20 0.89 -0.96 0.0925
H -0.18 -2.29 1.79 0.1388
H -0.72 0.67 2.17 0.0536
H 1.65 -0.28 1.45 0.1150
H -0.34 -3.50 -0.30 0.0352
H -0.42 -0.52 -0.69 0.0665
H -1.91 -3.79 0.17 0.0862
H -0.13 1.68 -1.26 0.0347
```

Model x:
Entry from the OMol25 dataset: a 3-piece molecular cluster, C5H14NO2 overall (the ωB97M-V functional and the def2-TZVPD basis).

Summary:
LUMO level: 2.23 eV
net charge: -1
2S+1: 1

Geometry as XYZ:
```
22
Properties=species:S:1:pos:R:3:lowdin_charge:R:1
O -2.63 -0.49 -1.50 -0.3939
O -2.18 0.10 0.89 -0.1988
N 2.43 -0.54 0.78 -0.1210
C -0.68 0.00 0.97 -0.4062
C 0.01 1.14 1.47 0.1384
C 1.71 0.28 -0.15 -0.6009
C 2.18 -0.23 -1.52 -0.1315
C 0.11 0.41 -0.25 -0.1522
H 1.98 1.31 -0.06 0.0793
H -0.07 1.41 -0.69 0.1450
H 2.00 -1.33 -1.54 0.0746
H -0.58 2.06 1.49 0.1171
H -1.72 -2.16 -0.14 0.0623
H -0.21 -0.31 -1.01 0.1186
H 1.80 -1.27 1.12 -0.0691
H -3.52 -0.42 -1.79 -0.1018
H -1.18 -2.15 -0.60 0.0564
H 0.84 1.01 2.25 0.1343
H -0.34 -0.98 1.35 0.1335
H 3.28 -0.05 -1.59 0.0680
H -2.46 -0.19 -0.19 -0.0063
H 1.66 0.27 -2.35 0.0543
```

Model y:
Entry from the OMol25 dataset: a 2-piece molecular cluster, C5H14NO2 overall (the ωB97M-V functional and the def2-TZVPD basis).

Summary:
LUMO level: 3.67 eV
net charge: -1
2S+1: 1

Geometry as XYZ:
```
22
Properties=species:S:1:pos:R:3:lowdin_charge:R:1
O 0.19 -4.27 -2.86 -0.1608
O -0.53 -2.37 -1.17 -0.3161
N -0.75 -0.15 -0.39 -0.0894
C 0.87 1.91 1.65 -0.2800
C -0.96 -1.13 -1.46 -0.5222
C 0.48 0.44 1.68 -0.2354
C -0.14 2.77 0.89 -0.1271
C 0.50 -0.30 0.33 -0.2525
H 0.30 3.71 0.55 0.0574
H -2.05 -1.12 -1.67 0.0819
H -0.61 2.25 0.06 0.0464
H -0.49 -0.68 -2.37 0.0810
H -0.46 0.29 2.23 0.1069
H 1.83 1.95 1.13 0.0963
H -0.28 -3.71 -2.16 -0.0197
H 0.91 2.32 2.66 0.0917
H -1.03 2.96 1.51 0.0662
H 0.58 -3.58 -3.41 -0.0056
H 1.19 -0.09 2.31 0.0919
H 0.69 -1.36 0.51 0.0972
H 1.28 0.21 -0.25 0.1109
H -1.52 -0.05 0.25 0.0811
```

It is model y that is the most stable of them.

Model w:
Entry from the OMol25 dataset: a single C4H9NO2 molecule (the ωB97M-V functional and the def2-TZVPD basis).

Summary:
structure (SMILES): COC/C(C)=N\O
LUMO level: 0.94 eV
2S+1: 1

Geometry as XYZ:
```
16
Properties=species:S:1:pos:R:3:lowdin_charge:R:1
O 1.28 -0.04 0.67 -0.1869
O -1.22 1.79 -0.52 -0.0808
N -1.53 0.45 -0.75 0.0453
C 2.06 0.68 -0.27 -0.0957
C -1.01 -0.30 0.14 -0.3304
C -0.03 0.21 1.17 -0.1600
C -1.18 -1.79 0.01 -0.0347
H -0.17 -2.22 0.05 0.0833
H -1.65 -2.05 -0.94 0.0796
H -1.75 -2.23 0.83 0.0830
H -0.10 -0.40 2.08 0.1310
H -0.25 1.24 1.46 0.1199
H -1.45 2.21 -1.35 0.0925
H 3.07 0.66 0.15 0.0840
H 2.11 0.14 -1.23 0.0842
H 1.78 1.72 -0.48 0.0856
```

Model x:
Entry from the OMol25 dataset: C4H9NO2 as an isolated structure (the ωB97M-V functional and the def2-TZVPD basis).

Summary:
LUMO level: 0.68 eV
2S+1: 1

Geometry as XYZ:
```
16
Properties=species:S:1:pos:R:3:lowdin_charge:R:1
O 2.66 -1.42 -0.22 0.0459
O -0.38 1.54 -0.15 -0.1657
N 2.21 0.71 0.45 0.1767
C 0.36 -0.79 -0.01 -0.0708
C -2.17 -0.27 -0.70 -0.0051
C 1.87 -0.54 0.05 -0.5419
C -0.36 0.34 -0.73 -0.4089
H -1.98 -1.06 -1.42 0.0810
H -0.23 0.31 -1.83 0.1484
H 3.19 0.95 0.45 0.1143
H -2.46 -0.71 0.26 0.0782
H -1.52 0.83 -0.30 0.1143
H -2.97 0.37 -1.11 0.0854
H 1.50 1.43 0.50 0.0843
H 0.21 -1.75 -0.50 0.1258
H -0.02 -0.83 1.02 0.1380
```

It is model w that is the most stable of them.